Entry 1:
Here is an isolated molecule of C3H3N3O2 in a non-equilibrium geometry from the Open Molecules 2025 dataset. Energies are from ωB97M-V/def2-TZVPD.

The geometry in XYZ format:
```
11
Properties=species:S:1:pos:R:3:forces:R:3
C 0.977327 0.688431 1.871194 0.9 -3.4 -0.6
C -0.204921 0.519941 -0.263403 -0.1 -2.8 -1.9
C -1.058236 -0.448808 -1.955366 -2.2 2.7 0.5
H 1.017007 1.533453 2.709026 0.1 -2.0 -1.8
H -1.903209 -0.485879 -2.661863 1.2 -0.2 -0.2
H 0.613187 -1.338183 0.322587 -0.8 -0.1 0.0
N -0.788150 0.876430 -1.403575 0.7 -2.3 1.5
N -0.734622 -1.454893 -1.201654 -0.2 -0.3 -1.8
N -0.163399 -0.896786 -0.176455 2.0 2.4 2.4
O 1.403790 -0.527969 1.915286 -2.2 6.8 0.0
O 0.320108 1.285464 0.733150 0.8 -0.7 1.8
```
Forces are in eV/Å.

Properties
HOMO-LUMO gap: 0.3537 Ha
Relative energy (zero: lowest compared OMol25 entry of this formula, charge and spin): 290.3 kJ/mol
E_HOMO: -9.88 eV
SMILES: O=COc1ncn[nH]1
Strongest force on any atom: 0.1387 Eh/bohr

Entry 2:
Here is an isolated molecule of C3H3N3O2 in a non-equilibrium geometry from the Open Molecules 2025 dataset. Energies are from ωB97M-V/def2-TZVPD.

The geometry in XYZ format:
```
11
Properties=species:S:1:pos:R:3:forces:R:3
C 0.515787 0.808161 0.681727 1.6 -1.6 -1.0
C 0.851957 -0.045028 -1.361703 1.5 0.3 -2.1
C -0.954123 -0.765968 -0.308451 -0.8 -1.5 -0.3
H 0.625741 1.099760 2.610224 -0.3 0.0 -0.6
H 1.630076 -0.051800 -2.162559 -1.0 -0.3 0.3
H -2.078357 -1.918582 -1.054693 -0.4 -0.2 0.6
N 1.219591 0.821525 -0.401321 0.4 1.7 1.4
N -0.178601 -0.793961 -1.454755 0.1 0.3 0.6
N -1.975064 -1.494334 -0.120921 0.5 0.8 -0.6
O 0.964468 1.441772 1.763544 -0.8 -0.2 -0.3
O -0.479552 -0.047394 0.783527 -1.0 0.7 2.0
```
Forces are in eV/Å.

Properties
HOMO-LUMO gap: 0.3563 Ha
Relative energy (zero: lowest compared OMol25 entry of this formula, charge and spin): 188.3 kJ/mol
E_HOMO: -9.65 eV
SMILES: [H]/N=c1\ncnc(O)o1
Strongest force on any atom: 0.0505 Eh/bohr

Entry 3:
Here is an isolated molecule of C3H3N3O2 in a non-equilibrium geometry from the Open Molecules 2025 dataset. Energies are from ωB97M-V/def2-TZVPD.

The geometry in XYZ format:
```
11
Properties=species:S:1:pos:R:3:forces:R:3
C -1.640887 0.634124 -0.080216 1.5 3.1 -0.9
C 1.042599 -1.438340 -0.220117 2.4 2.5 1.9
C 0.949622 0.627674 0.145799 3.1 4.9 -2.3
H -2.456708 -1.015585 0.371130 -1.6 3.4 -2.4
H -1.569618 1.745464 -0.414775 0.3 -2.0 0.7
H 1.388679 -2.424927 -0.329337 -0.2 -1.2 -0.5
N -2.739334 0.048117 -0.190715 1.7 -4.6 3.0
N -0.337349 0.109217 0.377285 -0.8 1.0 -0.1
N 1.882431 -0.414777 -0.103178 -3.9 -2.5 -0.2
O -0.236518 -1.245267 0.149719 0.2 -1.2 -0.7
O 1.347694 1.814817 -0.060164 -2.8 -3.5 1.6
```
Forces are in eV/Å.

Properties
HOMO-LUMO gap: 0.3779 Ha
Relative energy (zero: lowest compared OMol25 entry of this formula, charge and spin): 443.8 kJ/mol
E_HOMO: -10.37 eV
SMILES: [H]/N=C\n1ocnc1=O
Strongest force on any atom: 0.1214 Eh/bohr

Entry 4:
Here is an isolated molecule of C3H3N3O2 in a non-equilibrium geometry from the Open Molecules 2025 dataset. Energies are from ωB97M-V/def2-TZVPD.

The geometry in XYZ format:
```
11
Properties=species:S:1:pos:R:3:forces:R:3
C 0.887704 0.126116 -0.005159 0.5 -0.6 0.1
C 0.102310 1.230122 0.022930 0.0 -0.2 -0.5
C -1.278754 -0.603720 -0.016514 -0.4 0.0 0.2
H 0.401861 2.260158 -0.036956 0.0 0.1 0.2
H -2.020801 1.370468 0.099033 0.2 -0.1 -0.1
H 0.297373 -1.946169 -0.047825 0.4 -0.3 0.0
N 2.302738 0.086628 0.019530 -0.5 -1.2 -0.1
N -1.197613 0.800157 -0.040209 -0.2 0.4 0.3
N 0.033856 -0.984885 -0.028828 0.2 0.2 -0.1
O 2.761009 -1.061577 0.002123 -0.7 1.4 0.0
O -2.289686 -1.277298 0.031880 0.6 0.4 -0.1
```
Forces are in eV/Å.

Properties
HOMO-LUMO gap: 0.3012 Ha
Relative energy (zero: lowest compared OMol25 entry of this formula, charge and spin): 270.7 kJ/mol
E_HOMO: -9.06 eV
SMILES: O=Nc1c[nH]c(=O)[nH]1
Strongest force on any atom: 0.0311 Eh/bohr

Entry 5:
Here is C3H3N3O2 as an isolated structure in a non-equilibrium geometry from the Open Molecules 2025 dataset. Energies are from ωB97M-V/def2-TZVPD.

The geometry in XYZ format:
```
11
Properties=species:S:1:pos:R:3:forces:R:3
C 1.337122 -0.204173 0.002005 4.0 -2.2 -2.2
C -0.651117 -0.149190 0.667859 -1.0 1.4 4.5
C -1.911504 -0.366225 0.077898 -9.1 0.3 -8.6
H 2.753534 0.460794 -0.969876 0.3 -4.6 1.8
H 1.325144 1.562319 -0.718766 0.6 2.3 -3.1
H -0.764299 0.120145 1.815262 0.5 -1.6 -1.7
N 2.465471 -0.675030 -0.453020 -1.0 5.7 -1.2
N 0.942931 1.124889 0.023522 2.4 -2.8 3.7
N -2.803901 -0.212754 -0.800294 6.7 -1.6 7.4
O -0.372851 1.129895 0.162999 -2.6 1.3 -1.2
O 0.348738 -1.065578 0.336420 -0.6 1.8 0.6
```
Forces are in eV/Å.

Properties
HOMO-LUMO gap: 0.3622 Ha
Relative energy (zero: lowest compared OMol25 entry of this formula, charge and spin): 695.1 kJ/mol
E_HOMO: -9.79 eV
Strongest force on any atom: 0.2446 Eh/bohr

Entry 6:
Here is an isolated molecule of C3H3N3O2 in a non-equilibrium geometry from the Open Molecules 2025 dataset. Energies are from ωB97M-V/def2-TZVPD.

The geometry in XYZ format:
```
11
Properties=species:S:1:pos:R:3:forces:R:3
C 0.895852 -1.325256 -0.071547 -3.0 -2.0 -0.5
C 0.027665 1.875554 0.725546 -0.8 0.8 0.6
C -1.274830 2.164748 0.171682 -3.7 2.4 -2.6
H -0.804095 -1.894355 -1.171110 0.1 0.6 0.4
H 0.268626 -3.095441 -1.084637 1.0 -0.4 0.4
H 0.336725 2.661487 1.382252 0.7 0.4 0.1
N -0.009332 -2.239331 -0.653047 0.4 0.6 -0.2
N 0.758310 0.857723 0.633902 -0.7 -0.9 -0.1
N -2.200069 2.726761 -0.341232 3.9 -2.8 2.3
O 1.939246 -1.575433 0.439192 -0.4 1.0 -0.5
O 0.061903 -0.156457 -0.031002 2.5 0.1 0.3
```
Forces are in eV/Å.

Properties
HOMO-LUMO gap: 0.3850 Ha
Relative energy (zero: lowest compared OMol25 entry of this formula, charge and spin): 332.5 kJ/mol
E_HOMO: -10.88 eV
SMILES: N#C/C=N\OC(N)=O
Strongest force on any atom: 0.1028 Eh/bohr

Entry 7:
Here is an isolated molecule of C3H3N3O3 in a non-equilibrium geometry from the Open Molecules 2025 dataset. Energies are from ωB97M-V/def2-TZVPD.

The geometry in XYZ format:
```
12
Properties=species:S:1:pos:R:3:forces:R:3
C 0.193083 0.765717 -0.207437 2.1 2.6 3.0
C 1.457891 0.047993 2.144220 -1.3 0.9 -2.2
C -0.504512 0.387637 -1.349404 -1.0 -1.2 -1.6
N 0.729612 0.223381 0.926890 -0.3 -0.7 0.4
N 1.034591 -1.096851 1.515935 0.4 -0.9 -0.7
N -0.858976 1.394027 -2.265190 0.4 -1.5 1.6
O 2.011743 0.614349 2.995783 0.5 0.2 0.8
O -1.310579 1.016908 -3.330208 -0.8 -0.9 -1.9
O -0.700536 2.562946 -1.957684 0.4 1.5 0.7
H 0.350616 1.844925 -0.188006 0.1 -0.2 0.1
H -0.765644 -0.618718 -1.624440 -0.1 0.0 -0.3
H 0.253637 -1.628713 1.894770 -0.4 0.2 0.2
```
Forces are in eV/Å.

Properties
Multiplicity: 3
HOMO-LUMO gap (spin up / spin down): 0.2368 / 0.2540 Ha
Relative energy (zero: lowest compared OMol25 entry of this formula, charge and spin): 43.7 kJ/mol
E_HOMO (spin up / spin down): -6.39 / -10.30 eV
Strongest force on any atom: 0.0879 Eh/bohr

Entry 8:
Here is a 2-piece molecular cluster, C3H3N3O3S overall in a non-equilibrium geometry from the Open Molecules 2025 dataset. Energies are from ωB97M-V/def2-TZVPD.

The geometry in XYZ format:
```
13
Properties=species:S:1:pos:R:3:forces:R:3
C 1.473930 1.104062 -0.377042 -0.9 0.1 0.3
C 1.593064 -0.976725 0.034003 -0.2 0.0 0.1
C 0.217684 0.710863 0.130252 1.4 0.5 -0.4
N 2.284863 0.053719 -0.433702 0.6 -0.1 -0.1
N -0.992127 1.295092 0.276329 -1.2 0.8 0.1
N 0.353451 -0.641716 0.379354 0.0 -0.1 0.0
O -1.138397 2.509481 0.150898 0.6 -1.2 0.0
O -2.158886 -1.389073 1.045156 -0.7 0.3 -0.2
O -2.251092 -0.936386 -1.332841 -0.3 0.3 0.2
S -2.755710 -0.609291 -0.027480 0.5 -0.6 0.1
H 1.779710 2.075376 -0.713291 -0.1 0.2 0.0
H 1.989491 -1.970923 0.116791 0.0 -0.2 0.1
H -0.395986 -1.224477 0.751576 0.3 -0.1 -0.1
```
Forces are in eV/Å.

Properties
HOMO-LUMO gap (spin up / spin down): 0.3033 / 0.3033 Ha
Relative energy (zero: lowest compared OMol25 entry of this formula, charge and spin): 19.6 kJ/mol
E_HOMO (spin up / spin down): -9.54 / -9.54 eV
Strongest force on any atom: 0.0301 Eh/bohr

Entry 9:
Here is a 2-piece molecular cluster, C3H3N3O4 overall in a non-equilibrium geometry from the Open Molecules 2025 dataset. Energies are from ωB97M-V/def2-TZVPD.

The geometry in XYZ format:
```
13
Properties=species:S:1:pos:R:3:forces:R:3
C 0.288221 -0.426042 1.350948 0.5 -2.0 -1.2
C 0.346915 1.266035 -0.443714 2.3 -2.9 2.3
C 0.170548 -2.062750 -1.529988 0.5 -0.2 1.0
N -0.078425 0.319050 0.285217 -0.1 1.5 0.0
N -0.459556 -1.505025 -2.605431 -1.5 -0.2 -1.0
N 0.888045 -2.882538 -1.122146 -1.1 1.7 -1.1
O -0.791017 -2.305073 -3.465225 0.1 0.4 -0.4
O 1.642842 -3.532339 -0.556159 1.7 -1.9 1.2
O -0.734389 -0.322399 -2.578875 0.3 0.0 -0.3
O 0.713655 -1.568790 1.252369 0.0 1.0 0.5
H -0.067420 -0.014678 2.271185 0.0 0.5 1.0
H 1.424252 1.515937 -0.525887 -0.7 0.3 0.3
H -0.358411 1.570407 -1.090831 -1.9 1.8 -2.5
```
Forces are in eV/Å.

Properties
HOMO-LUMO gap: 0.3288 Ha
Relative energy (zero: lowest compared OMol25 entry of this formula, charge and spin): 621.5 kJ/mol
E_HOMO: -10.08 eV
SMILES: O=[N+]([O-])C#[N+][O-].C=NC=O
Strongest force on any atom: 0.0862 Eh/bohr

Entry 10:
Here is an isolated molecule of C3H3N3S in a non-equilibrium geometry from the Open Molecules 2025 dataset. Energies are from ωB97M-V/def2-TZVPD.

The geometry in XYZ format:
```
10
Properties=species:S:1:pos:R:3:forces:R:3
C 0.158575 -0.207874 1.768924 1.6 -1.7 -0.6
C 0.297786 -0.434124 -0.666325 0.4 -0.1 -3.8
C -0.191119 0.402747 -1.698682 4.0 -5.2 1.0
H -0.534333 0.136378 2.524546 -0.1 0.3 -0.1
H 1.027325 -1.173487 -0.726808 1.0 -1.0 0.2
H 0.225923 0.280198 -2.658963 -0.4 0.6 -1.2
N -0.415026 -0.143799 0.400138 3.4 0.0 2.1
N -1.101817 1.130119 -1.170289 -1.8 3.0 -0.3
N -1.128087 0.887552 0.056306 -4.9 2.6 3.9
S 1.660772 -0.877710 2.171154 -3.2 1.4 -1.1
```
Forces are in eV/Å.

Properties
HOMO-LUMO gap: 0.3062 Ha
Relative energy (zero: lowest compared OMol25 entry of this formula, charge and spin): 298.7 kJ/mol
E_HOMO: -9.74 eV
SMILES: S=Cn1ccnn1
Strongest force on any atom: 0.1319 Eh/bohr